1.
The following is a DFT calculation (wB97M-V/def2-TZVPD) of C27H30F3N7O8PbS2 as an isolated structure.

Frontier orbital gap (eV): 8.4
E_LUMO (eV): -6.088
Charge: +2

Each line ends with the Löwdin charge.
Element x y z (Å)
Pb 0.2189 -0.0553 0.5844  1.2904
C 1.4703 -4.6332 -0.3856  0.0122
C 1.3166 -3.2662 0.2070  -0.2360
N 0.2186 -2.6109 0.2557  -0.0125
N -0.9293 -3.1406 -0.2210  -0.0018
C -2.1273 -2.5359 -0.0283  -0.7932
N -3.1894 -3.1820 -0.4985  0.1430
S -2.3009 -1.0570 0.7560  0.6781
C 2.4932 -2.6101 0.8230  -0.2213
C 3.6435 -3.3250 1.1310  0.0204
C 4.6981 -2.6712 1.7530  -0.0052
C 4.5796 -1.3214 2.0322  -0.0053
C 3.4008 -0.6808 1.6835  -0.1168
N 2.3844 -1.3062 1.1041  -0.0126
H 0.7035 -4.8650 -1.1223  0.0794
H 1.4257 -5.3911 0.4010  0.1178
H 2.4342 -4.7275 -0.8807  0.0986
H -0.9067 -4.0334 -0.6934  0.1427
H -3.1423 -4.1038 -0.9038  0.1313
H -4.0997 -2.7749 -0.3586  0.1200
H 3.7196 -4.3804 0.9132  0.1212
H 5.5975 -3.2121 2.0140  0.1292
H 5.3782 -0.7730 2.5112  0.1254
H 3.2729 0.3794 1.8720  0.1137
O -2.9737 3.6976 2.6491  0.2162
C -2.3721 2.4984 2.5180  -0.4729
O -1.9497 1.8076 3.3779  0.1981
C -3.2753 4.1600 1.3907  -0.1262
C -3.8428 5.3458 1.0086  0.1394
C -4.0176 5.5120 -0.3620  -0.0890
C -3.6617 4.5612 -1.2943  0.1059
C -3.0677 3.3766 -0.8763  -0.0305
C -2.8700 3.1941 0.4796  -0.0912
O -2.3113 2.1632 1.1742  0.0887
N -2.6703 2.3686 -1.8514  -0.3102
O -2.0806 1.3802 -1.4339  0.0169
O -2.9528 2.5636 -3.0108  0.1288
N -4.5949 6.7935 -0.8388  -0.3420
O -4.8708 6.8599 -2.0155  0.1177
O -4.7481 7.6591 -0.0052  0.1162
H -4.1462 6.1163 1.7032  0.1530
H -3.8488 4.7316 -2.3452  0.1438
F 0.0848 0.7636 8.0028  0.1763
C 0.8016 -0.2005 7.4196  -0.5889
F 0.4291 -1.3766 7.9375  0.1587
F 2.0937 0.0025 7.7246  0.1607
C 0.6273 -0.1820 5.9171  -0.0737
C -0.0031 -1.2246 5.2587  0.0445
C -0.0688 -1.1781 3.8772  -0.1151
N 0.4395 -0.1760 3.1610  -0.0784
C 1.0193 0.8350 3.8090  -0.1461
C 1.1433 0.8760 5.1835  0.0393
H -0.4264 -2.0516 5.8097  0.1327
H -0.5441 -1.9791 3.3220  0.1026
H 1.4081 1.6466 3.2016  0.1152
H 1.6308 1.7092 5.6706  0.1402
C -1.2926 0.9950 -5.9496  -0.0852
C -0.2227 0.4797 -4.9860  -0.2863
C -0.7830 -0.6685 -4.1618  -0.3344
S 0.2896 -1.4833 -2.9362  0.9447
O 0.4757 -0.4648 -1.8267  -0.7417
C 1.8842 -1.6039 -3.8402  -0.3129
C 2.8158 -0.4008 -3.6925  -0.2698
C 3.6350 -0.4165 -2.4016  -0.0968
H -0.8937 1.8174 -6.5407  0.0850
H -2.1684 1.3548 -5.4085  0.0670
H -1.6095 0.2091 -6.6365  0.0841
H 0.0873 1.2926 -4.3270  0.1122
H 0.6453 0.1586 -5.5634  0.1032
H -1.1219 -1.4876 -4.8031  0.1022
H -1.6253 -0.3204 -3.5587  0.0840
H 1.5988 -1.7810 -4.8781  0.0934
H 2.3672 -2.5090 -3.4669  0.0829
H 2.2441 0.5240 -3.7513  0.0960
H 3.4996 -0.4162 -4.5424  0.1228
H 2.9886 -0.3392 -1.5320  0.0345
H 4.3293 0.4232 -2.3878  0.0843
H 4.2159 -1.3393 -2.3211  0.0811

2.
The following is a DFT calculation (wB97M-V/def2-TZVPD) of C27H30F5N3O2OsSeTe as an isolated structure at a distorted geometry.

Frontier orbital gap (alpha / beta) (eV): 7.0 / 7.0
E_LUMO (alpha / beta) (eV): -0.519 / -0.520

Each line ends with the Löwdin charge.
Element x y z (Å)
Os -0.4685 1.4528 -0.5899  1.0332
N -1.4810 3.3633 0.3117  -0.0261
C -0.7642 4.5422 -0.1776  -0.2310
C -0.5555 4.3976 -1.6619  -0.2289
N 0.3108 3.2344 -1.8801  -0.0320
H -2.4619 3.4044 0.0550  0.1019
H -1.4045 3.2956 1.3201  0.0937
H 0.2091 4.5621 0.3116  0.1067
H -1.2893 5.4758 0.0396  0.1239
H -0.1269 5.3206 -2.0620  0.1238
H -1.5054 4.2153 -2.1687  0.1142
H 1.2051 3.3952 -1.4120  0.0621
H 0.4671 3.0926 -2.8706  0.0981
C -0.1223 -2.1519 -4.6402  -0.0369
C 0.4739 -2.2065 -3.2580  -0.2372
C 0.2924 -3.3473 -2.4827  -0.0598
C 0.8290 -3.4287 -1.2092  -0.0774
C 1.4947 -2.3455 -0.6620  -0.1302
C 1.6539 -1.1801 -1.4156  -0.2658
N 2.1311 -0.0081 -0.8137  0.0578
C 3.0800 0.0696 0.2377  -0.2245
C 4.0816 -0.8730 0.4314  -0.0248
C 4.9928 -0.7115 1.4642  -0.0737
C 4.9384 0.4077 2.2815  -0.0770
C 3.9558 1.3629 2.0719  -0.0186
C 3.0237 1.1855 1.0646  -0.1217
C 1.9040 2.1525 0.8485  -0.6134
O 2.1095 3.2038 0.2392  0.0118
O 0.7411 1.7595 1.2642  -0.3134
C 1.1913 -1.1260 -2.7396  -0.1715
C 1.4397 0.1062 -3.5738  -0.0323
H -0.8110 -2.9822 -4.7847  0.0793
H 0.6512 -2.2238 -5.4091  0.0876
H -0.6688 -1.2215 -4.7999  0.0754
H -0.2794 -4.1766 -2.8807  0.1106
H 0.7048 -4.3287 -0.6206  0.1103
H 1.9289 -2.4132 0.3272  0.0614
H 2.0975 0.8114 -1.3966  0.1014
H 4.1450 -1.7297 -0.2259  0.1174
H 5.7571 -1.4619 1.6198  0.1050
H 5.6498 0.5286 3.0876  0.1032
H 3.9019 2.2488 2.6915  0.1239
H 2.4120 0.5486 -3.3482  0.0874
H 0.6626 0.8628 -3.4104  0.0470
H 1.4407 -0.1436 -4.6324  0.0813
C -1.6989 -2.3683 1.5056  -0.3279
Te -0.3440 -0.7130 1.2471  1.2903
C -1.8646 0.2581 2.4047  -0.3524
C -2.3959 -0.8148 3.3096  -0.3128
C -2.9087 -0.5484 4.5700  -0.0350
C -3.3288 -1.5895 5.3856  -0.0811
C -3.2453 -2.8988 4.9367  -0.0803
C -2.7374 -3.1685 3.6742  -0.0341
C -2.3116 -2.1316 2.8569  -0.3140
H -1.1802 -3.3220 1.4445  0.0687
H -2.4416 -2.3187 0.7074  0.0635
H -2.6340 0.6078 1.7119  0.0594
H -1.4426 1.1052 2.9409  0.0678
H -2.9690 0.4743 4.9226  0.1135
H -3.7053 -1.3765 6.3776  0.1012
H -3.5629 -3.7129 5.5750  0.1016
H -2.6550 -4.1905 3.3247  0.1148
F -2.8570 1.9486 -2.1239  -0.0382
C -1.8740 0.9409 -2.0879  -0.4786
F -1.4726 0.8322 -3.4069  -0.0108
C -2.6739 -0.3402 -1.8162  -0.6070
F -1.8387 -1.3936 -1.6682  0.0975
F -3.5543 -0.6689 -2.7593  0.1632
F -3.3532 -0.2233 -0.6505  0.1025
Se 1.1120 -1.3277 3.0770  0.1059

3.
The following is a DFT calculation (wB97M-V/def2-TZVPD) of C27H30F5N5O5SSeTeW as an isolated structure.

Frontier orbital gap (eV): 5.5
E_LUMO (eV): 3.940
Charge: -2

Each line ends with the Löwdin charge.
Element x y z (Å)
W 0.6611 -0.7992 -0.1485  1.9016
C -3.3003 -2.0451 -1.3854  -0.2029
C -3.4167 -0.6912 -0.6861  -0.1852
C -2.6065 -0.5506 0.6144  -0.2229
N -1.3217 0.1161 0.4731  -0.0887
C -1.3471 1.4485 0.4158  -0.2240
C -2.5383 2.1924 0.3785  -0.0252
C -2.7726 3.5618 0.2710  -0.0985
C -1.9035 4.6238 0.1997  -0.1183
C -0.5154 4.5382 0.2909  -0.0800
C 0.2877 3.4440 0.4931  -0.0161
C -0.0043 2.0604 0.5495  -0.2100
N 0.9412 1.1650 0.7709  -0.1095
C 2.0903 1.4940 1.5981  -0.2259
C 1.8842 0.7754 2.9284  -0.1503
C 1.8288 -0.7493 2.9053  -0.2003
N 0.8118 -1.3475 2.0276  -0.0368
C 0.3276 -2.5027 2.3654  -0.2186
C 0.8295 -3.2951 3.4496  -0.0092
C 0.2444 -4.3099 4.1498  -0.0947
C -1.0230 -4.8943 3.9939  -0.1334
C -1.8502 -4.6976 2.9171  -0.1078
C -1.6543 -3.9483 1.7538  -0.0344
C -0.6438 -3.0495 1.3995  -0.2314
N -0.5095 -2.5142 0.1905  -0.1200
C -1.0206 -3.2207 -0.9919  -0.2026
C -1.9103 -2.4045 -1.9238  -0.1745
H -4.0033 -2.0386 -2.2243  0.1001
H -3.6507 -2.8342 -0.7068  0.0998
H -4.4750 -0.5167 -0.4578  0.1033
H -3.1109 0.0952 -1.3811  0.1159
H -2.4477 -1.5356 1.0418  0.0843
H -3.1985 -0.0068 1.3593  0.1051
H -3.4474 1.6102 0.3837  0.0754
H -3.8267 3.8200 0.2050  0.0951
H -2.3270 5.6061 0.0306  0.0896
H 0.0227 5.4701 0.1544  0.1015
H 1.3491 3.6490 0.4735  0.0901
H 2.1271 2.5630 1.8013  0.1013
H 3.0205 1.2147 1.1133  0.0972
H 0.9586 1.1571 3.3750  0.1128
H 2.7046 1.0377 3.6046  0.1133
H 1.6109 -1.0595 3.9302  0.1078
H 2.8057 -1.1541 2.6272  0.1048
H 1.8442 -3.0530 3.7322  0.1075
H 0.8525 -4.7138 4.9542  0.0989
H -1.3431 -5.5991 4.7518  0.0827
H -2.7868 -5.2480 2.9352  0.0954
H -2.4395 -4.0564 1.0173  0.0855
H -1.5443 -4.1238 -0.6779  0.1047
H -0.1370 -3.5292 -1.5521  0.1147
H -2.0238 -3.0129 -2.8252  0.1143
H -1.3793 -1.5063 -2.2508  0.0940
O 4.6221 -1.6191 1.0603  -0.3337
S 3.5751 -1.9855 0.1270  0.3327
O 3.9725 -1.9893 -1.2594  -0.3725
O 2.5339 -0.7288 0.2642  -0.5437
O 2.7713 -3.1188 0.5569  -0.3406
Se 3.0615 2.3705 -1.9932  0.4961
C 1.7933 3.6639 -2.5009  -0.7518
C 2.0154 5.0432 -2.3485  -0.1658
C 1.0271 5.9524 -2.6783  -0.2223
N -0.1810 5.6293 -3.1490  0.0086
C -0.3886 4.3149 -3.3104  -0.1923
C 0.5333 3.3271 -3.0247  -0.1340
H 2.9699 5.3904 -1.9706  0.0767
H 1.2150 7.0173 -2.5499  0.0818
H -1.3670 4.0353 -3.6923  0.0897
H 0.2743 2.2859 -3.1664  0.0811
F 4.5781 -0.6894 -4.0101  -0.5458
Te 2.6720 -0.7576 -3.6956  1.8919
F 2.6735 0.1060 -5.3710  -0.4820
F 0.1218 0.4141 -1.5363  -0.4122
F 0.8229 -1.0524 -4.2851  -0.5546
F 2.8747 -2.5043 -4.3680  -0.4632
O 1.1055 -1.7400 -1.5137  -0.5199

4.
The following is a DFT calculation (wB97M-V/def2-TZVPD) of C27H30GeMnN3O2S4Sb as an isolated structure at a distorted geometry.

Frontier orbital gap (alpha / beta) (eV): 5.3 / 5.6
E_LUMO (alpha / beta) (eV): 1.863 / 1.720
Charge: -1
2S+1: 5

Each line ends with the Löwdin charge.
Element x y z (Å)
Mn -0.6306 0.9848 0.0071  -0.0283
C -0.7492 3.8414 -3.1897  -0.0811
O -0.3137 4.3891 -1.9595  0.0127
C -0.1317 3.3421 -1.1028  -0.3150
N -0.3355 2.1430 -1.6144  0.0196
C -0.9742 2.3338 -2.9075  -0.2608
C -0.4820 1.4456 -4.0148  -0.1850
C 0.8577 1.1088 -4.1474  -0.0449
C 1.2796 0.3114 -5.1982  -0.0890
C 0.3684 -0.1251 -6.1436  -0.0992
C -0.9687 0.2126 -6.0218  -0.0922
C -1.3933 0.9855 -4.9580  -0.0335
C 0.1643 3.5331 0.2635  -0.1794
C 0.2508 4.8151 0.8280  0.0141
C 0.4355 4.9444 2.1791  -0.0405
C 0.6038 3.7784 2.9336  -0.0094
C 0.5492 2.5355 2.3295  -0.2200
N 0.2504 2.3623 1.0112  0.0310
C 0.9002 1.3948 3.1673  -0.3641
N 1.3541 0.2751 2.7705  0.0563
C 1.7342 -0.5103 3.9243  -0.2492
C 1.3995 0.4334 5.1182  -0.0836
O 0.8989 1.6119 4.5118  -0.0251
C 1.0004 -1.8262 3.9858  -0.2186
C -0.3839 -1.8443 4.0769  -0.0780
C -1.0774 -3.0387 4.1194  -0.0657
C -0.3867 -4.2387 4.0809  -0.0939
C 0.9955 -4.2320 4.0093  -0.1018
C 1.6849 -3.0324 3.9587  -0.0497
H 0.0292 4.0028 -3.9477  0.1311
H -1.6649 4.3540 -3.4927  0.1318
H -2.0523 2.1439 -2.7747  0.1251
H 1.5634 1.4674 -3.4122  0.1174
H 2.3224 0.0407 -5.2886  0.1041
H 0.6994 -0.7311 -6.9726  0.0977
H -1.6821 -0.1254 -6.7591  0.1008
H -2.4403 1.2321 -4.8500  0.1162
H 0.1364 5.6654 0.1729  0.1175
H 0.4419 5.9120 2.6526  0.1065
H 0.7731 3.8267 3.9944  0.1185
H 2.8140 -0.6995 3.8450  0.1430
H 2.2813 0.6906 5.7159  0.1230
H 0.6271 0.0190 5.7737  0.1276
H -0.9359 -0.9149 4.1193  0.0660
H -2.1545 -3.0165 4.1835  0.0928
H -0.9217 -5.1772 4.1132  0.0960
H 1.5419 -5.1646 3.9794  0.0938
H 2.7647 -3.0356 3.9094  0.1031
S -2.8052 2.7390 3.6279  -0.2486
Sb -2.4637 0.8204 2.3731  0.1513
S -2.7501 1.5879 0.0291  0.1149
S 0.0421 -0.8933 0.8820  0.5767
S -4.1970 -0.6806 2.6531  -0.3103
C 1.8201 -1.7599 -1.9135  -0.2111
Ge 0.0340 -2.5759 -1.6081  0.7939
C -0.9115 -3.0198 -3.3157  -0.2072
C 0.2274 -4.1471 -0.4119  -0.2162
C -0.9876 -1.2397 -0.5694  -0.6943
H 2.5645 -2.5002 -2.1919  0.0084
H 2.1350 -1.2908 -0.9820  -0.0094
H 1.7871 -0.9980 -2.6868  -0.0190
H -0.4238 -3.8426 -3.8259  0.0015
H -0.9192 -2.1623 -3.9814  -0.0109
H -1.9386 -3.3083 -3.1173  0.0103
H 0.8161 -4.9275 -0.8880  0.0063
H -0.7389 -4.5641 -0.1402  0.0173
H 0.7299 -3.8291 0.4996  -0.0034
H -1.9853 -1.5693 -0.2569  0.0338
H -1.0790 -0.2631 -1.1551  -0.0216